Formula: CHN2O4S
Source: the Open Molecules 2025 dataset
Level of theory: ωB97M-V/def2-TZVPD

HOMO energy = -0.201 Eh
F_max = 8.40 eV/A
Orbital gap = 9.47 eV
Charge = -1
Energy relative to the best compared isomer or geometry (same formula, charge and spin) = 24.8 kcal/mol
Total energy = -23057.94689 eV
LUMO level = 0.14695 Ha

```
9
Properties=species:S:1:pos:R:3:forces:R:3:lowdin_charge:R:1
C 0.7993 1.0247 -0.0274 0.6 -1.0 -0.6 -0.675
N -0.5063 1.1463 -0.1536 -1.2 -0.6 0.5 -0.067
N 1.1902 -0.3416 0.5096 1.9 -0.1 -1.1 0.020
O 1.6227 1.8417 -0.3632 1.0 -0.3 0.6 0.021
O -1.4974 -1.0908 -1.3622 1.2 3.7 5.2 -0.476
O -2.2825 -0.3031 0.9715 1.1 0.3 -0.5 -0.346
O 0.0327 -1.2032 0.6048 0.8 1.6 0.4 -0.278
S -1.1639 -0.2647 0.0464 -4.3 -4.6 -5.6 0.661
H 1.8054 -0.8093 -0.2258 -1.1 0.9 1.2 0.141
```
Positions in Å, forces in eV/Å.